This record from the Open Molecules 2025 dataset describes a 2-piece molecular cluster, C5H4BrN3O2 overall. The level of theory is ωB97M-V/def2-TZVPD.

Last column: Mulliken charge in e.
Positions of all 15 atoms, in Å:
C1 -0.4980 0.5219 1.0176  -0.17
C2 0.5449 -1.2569 -0.2131  -0.56
C3 -1.3446 -0.3988 1.5909  -0.50
C4 -0.4624 -2.0351 0.3240  -0.26
C5 0.5790 0.0968 0.1842  0.92
N1 -1.3391 -1.6538 1.1689  -0.56
N2 1.4411 1.1386 -0.2040  -0.58
N3 0.1728 2.0057 -1.6086  0.93
O1 -0.9387 1.7505 -1.3589  -0.40
O2 0.7796 2.5108 -2.4408  -0.47
Br1 2.9143 0.7876 -1.1662  0.02
H1 -0.5885 1.5449 1.1000  0.49
H2 1.3834 -1.7413 -0.5909  0.39
H3 -2.0263 -0.3068 2.4446  0.40
H4 -0.6176 -2.9640 -0.2478  0.35

Summary:
LUMO energy (spin up / spin down) in eV: -1.7 / -1.3
HOMO-LUMO gap (spin up / spin down) in eV: 7.5 / 7.8
E_HOMO (spin up / spin down) in Ha: -0.338 / -0.336
ΔE to the lowest compared entry with this formula, charge and spin in kJ/mol: 0.0
Electronic energy in eV: -83851.0434
M in g mol⁻¹: 218.01

This record from the Open Molecules 2025 dataset describes C5H4Cl2 as an isolated structure. The level of theory is ωB97M-V/def2-TZVPD.

Last column: Mulliken charge in e.
Positions of all 11 atoms, in Å:
C1 -1.1747 -0.7409 -0.3573  -0.58
C2 -0.5293 0.0892 0.5765  0.29
C3 0.6017 0.1706 1.2527  -0.28
C4 -1.1731 1.3680 0.6085  -0.28
C5 -1.4908 2.6034 0.7621  -0.24
H1 -0.9752 -1.7357 -0.0225  0.36
H2 -2.2136 -0.7479 -0.3947  0.42
H3 0.8850 0.9253 2.0544  0.36
H4 -1.7233 3.8806 0.2671  0.31
Cl1 -0.3981 -0.3971 -2.0582  -0.18
Cl2 1.9643 -0.9713 0.9429  -0.18

Summary:
LUMO energy in eV: -0.3
HOMO-LUMO gap in eV: 8.9
E_HOMO in Ha: -0.337
ΔE to the lowest compared entry with this formula, charge and spin in kJ/mol: 391.3
Electronic energy in eV: -30289.5878
M in g mol⁻¹: 134.99

This record from the Open Molecules 2025 dataset describes an isolated ion of composition C5H4Cl2FO2 and charge -1. The level of theory is ωB97M-V/def2-TZVPD.

Last column: Mulliken charge in e.
Positions of all 14 atoms, in Å:
C1 -2.1775 -1.4590 0.4646  0.44
C2 -0.1328 1.5710 -0.6227  -0.51
C3 -0.0119 0.4012 -1.5869  -0.13
C4 -0.9814 0.7058 0.4296  -0.22
C5 -1.8928 -0.1546 -0.3830  0.32
O1 -3.3666 -1.6704 0.6155  -0.68
O2 -1.1942 -2.0226 0.9307  -0.72
F1 -0.0852 0.5072 -2.9363  -0.28
Cl1 -1.6141 1.6395 1.8246  -0.25
Cl2 -3.1436 0.6357 -1.1617  -0.17
H1 0.7471 2.0547 -0.1719  0.35
H2 -0.7752 2.4596 -1.1417  0.19
H3 0.5949 -0.4109 -1.2705  0.34
H4 -0.1804 0.0233 0.8109  0.31

Summary:
LUMO energy (spin up / spin down) in eV: 3.4 / 3.4
HOMO-LUMO gap (spin up / spin down) in eV: 7.8 / 7.8
E_HOMO (spin up / spin down) in Ha: -0.160 / -0.160
Charge: -1
Electronic energy in eV: -37106.0892
M in g mol⁻¹: 185.99

This record from the Open Molecules 2025 dataset describes C5H4Cl2IN in the gas phase. The level of theory is ωB97M-V/def2-TZVPD.

Last column: Mulliken charge in e.
Positions of all 13 atoms, in Å:
C1 -0.5152 1.0691 -0.7109  -0.16
C2 -0.4786 -0.2610 1.2903  0.00
C3 -1.6860 1.6469 -0.7012  0.03
C4 -0.0707 -0.2726 -0.1052  -0.71
C5 -2.7879 0.1230 1.0596  -0.02
N1 -1.7046 -0.0724 1.6577  -0.43
Cl1 -2.6007 2.9828 -0.9624  -0.12
Cl2 -3.9890 1.1554 1.8490  -0.14
I1 -3.5744 -1.0255 -0.5683  0.13
H1 0.3420 1.6662 -0.7909  0.33
H2 0.1703 -0.4081 2.0492  0.57
H3 -0.6875 -1.0121 -0.7246  0.15
H4 0.9250 -0.5050 -0.1627  0.38

Summary:
LUMO energy (spin up / spin down) in eV: -0.7 / -0.4
HOMO-LUMO gap (spin up / spin down) in eV: 7.3 / 7.2
E_HOMO (spin up / spin down) in Ha: -0.292 / -0.277
ΔE to the lowest compared entry with this formula, charge and spin in kJ/mol: 413.3
Electronic energy in eV: -39880.2264
M in g mol⁻¹: 275.90

This record from the Open Molecules 2025 dataset describes C5H4Cl2O in the gas phase. The level of theory is ωB97M-V/def2-TZVPD.

Last column: Mulliken charge in e.
Positions of all 12 atoms, in Å:
Cl1 3.0073 -0.7768 -0.0565  -0.19
C1 2.1477 0.6796 0.0699  -0.33
C2 0.7741 0.5838 -0.0353  0.45
C3 -0.0088 -0.6825 0.1552  -0.65
C4 -1.5589 -0.0132 -0.2209  0.09
Cl2 -3.0825 -0.7465 0.0278  -0.17
C5 -1.3064 1.3053 -0.1935  -0.16
O1 -0.0121 1.6795 0.1838  -0.34
H1 2.7161 1.6990 -0.0389  0.32
H2 0.0785 -1.1814 1.0967  0.33
H3 0.4321 -1.4220 -0.5476  0.35
H4 -2.1377 2.1277 -0.1446  0.31

Summary:
LUMO energy in eV: 0.7
SMILES string: Cl/C=C1\CC(Cl)=CO1
HOMO-LUMO gap in eV: 9.2
E_HOMO in Ha: -0.314
ΔE to the lowest compared entry with this formula, charge and spin in kJ/mol: 158.6
Electronic energy in eV: -32339.3598
M in g mol⁻¹: 150.99

This record from the Open Molecules 2025 dataset describes C5H4ClFO in the gas phase. The level of theory is ωB97M-V/def2-TZVPD.

Last column: Mulliken charge in e.
Positions of all 12 atoms, in Å:
C1 -2.5688 0.0827 0.6719  -0.77
C2 -1.5582 -0.5332 0.0598  0.44
F1 -1.5756 -1.8062 -0.4606  -0.25
C3 -0.1971 0.0620 -0.0695  0.33
Cl1 -0.1594 1.7428 -0.2396  -0.18
C4 0.9295 -0.7075 -0.0700  -0.24
C5 2.2795 -0.1337 0.0358  -0.10
O1 3.3107 -0.7071 0.3547  -0.49
H1 -2.4785 1.0482 1.2398  0.27
H2 -3.4566 -0.5825 0.6919  0.28
H3 0.8496 -1.7341 -0.2374  0.41
H4 2.1802 0.9325 -0.0802  0.30

Summary:
LUMO energy in eV: -0.8
SMILES string: C=C(F)/C(Cl)=C/C=O
HOMO-LUMO gap in eV: 9.0
E_HOMO in Ha: -0.360
ΔE to the lowest compared entry with this formula, charge and spin in kJ/mol: 132.5
Electronic energy in eV: -22535.1152
M in g mol⁻¹: 134.54

Which value of electronic energy does entry 6 give?
-22535.1152 eV

Repeat the second record exactly.
This record from the Open Molecules 2025 dataset describes C5H4Cl2 as an isolated structure. The level of theory is ωB97M-V/def2-TZVPD.

Last column: Mulliken charge in e.
Positions of all 11 atoms, in Å:
C1 -1.1747 -0.7409 -0.3573  -0.58
C2 -0.5293 0.0892 0.5765  0.29
C3 0.6017 0.1706 1.2527  -0.28
C4 -1.1731 1.3680 0.6085  -0.28
C5 -1.4908 2.6034 0.7621  -0.24
H1 -0.9752 -1.7357 -0.0225  0.36
H2 -2.2136 -0.7479 -0.3947  0.42
H3 0.8850 0.9253 2.0544  0.36
H4 -1.7233 3.8806 0.2671  0.31
Cl1 -0.3981 -0.3971 -2.0582  -0.18
Cl2 1.9643 -0.9713 0.9429  -0.18

Summary:
LUMO energy in eV: -0.3
HOMO-LUMO gap in eV: 8.9
E_HOMO in Ha: -0.337
ΔE to the lowest compared entry with this formula, charge and spin in kJ/mol: 391.3
Electronic energy in eV: -30289.5878
M in g mol⁻¹: 134.99